1.
ORCA calculation (ωB97M-V/def2-TZVPD) on a structure of composition C41H71BN2O9PbS2Sb at a distorted geometry.

Geometry as XYZ:
```
128
C41H71BN2O9PbS2Sb, DFT ωB97M-V/def2-TZVPD
Pb 0.77757 0.81334 1.34430
O 2.79393 -0.58082 2.22563
H 3.61473 -0.07511 2.27594
H 2.29157 -0.42336 3.06664
O -1.67023 1.32600 2.40482
H -1.19597 1.16744 3.24006
H -1.97116 2.24625 2.42787
O -0.74961 -0.11485 -0.97833
H -1.23557 -0.94639 -0.85497
H -1.42918 0.57577 -0.97695
C 0.14410 5.90180 0.59730
S -0.36374 4.30903 1.17311
O -0.40269 3.44016 -0.15691
O -1.69544 4.36120 1.70119
O 0.67859 3.71087 1.95508
H -0.39034 6.64760 1.18380
H -0.11567 5.98801 -0.45641
H 1.21850 5.97200 0.75505
C 1.41936 0.09232 5.93748
C 1.16858 1.08769 4.80549
C 2.44537 1.89287 4.53519
C 0.05996 2.06146 5.21969
O 0.77754 0.35026 3.65615
H 1.72633 0.60175 6.85459
H 2.20396 -0.61274 5.64579
H 0.50939 -0.48033 6.13507
H 2.68662 2.53014 5.38853
H 2.30694 2.53091 3.65916
H 3.29693 1.22626 4.36364
H 0.31734 2.56909 6.15196
H -0.87815 1.52160 5.38458
H -0.08323 2.82329 4.44727
C -4.46657 2.31643 -2.11552
C -3.04778 2.68073 -2.50248
C -2.57527 1.78386 -3.63639
O -2.19038 2.38377 -1.35944
B -1.44003 3.48002 -1.09969
O -1.68536 4.55887 -1.87881
C -2.80543 4.23310 -2.75819
C -3.96131 5.12764 -2.33798
C -2.37788 4.57311 -4.17446
H -4.50783 1.25297 -1.87471
H -5.14797 2.50906 -2.94541
H -4.80280 2.87277 -1.24224
H -2.72005 0.74277 -3.34142
H -1.51348 1.93116 -3.84328
H -3.14971 1.96427 -4.54568
H -4.19934 5.00042 -1.28182
H -4.84905 4.92108 -2.93590
H -3.67241 6.16753 -2.49381
H -1.45530 4.05853 -4.44411
H -2.20374 5.64676 -4.24175
H -3.15730 4.30314 -4.88850
C 4.89653 -2.31545 -3.32200
C 3.81021 -2.97938 -4.17222
C 2.36830 -2.75055 -3.70139
C 1.87531 -1.30667 -3.78120
N 2.38977 -0.52766 -2.65192
C 2.12703 0.71547 -2.25814
S 2.82416 1.28312 -0.80108
N 1.32874 1.54254 -2.95601
C 1.12340 1.55679 -4.40973
C 2.39903 1.88322 -5.19412
C 2.69491 3.37938 -5.31775
C 2.88388 4.10340 -3.98095
H 5.88467 -2.61859 -3.66973
H 4.81184 -2.61561 -2.27146
H 4.85388 -1.22606 -3.37659
H 3.98757 -4.05675 -4.18176
H 3.90046 -2.63397 -5.20650
H 2.24889 -3.10670 -2.67057
H 1.70715 -3.35267 -4.32603
H 0.78422 -1.29679 -3.75102
H 2.20248 -0.86990 -4.72778
H 2.97079 -1.02903 -2.00102
H 1.26427 2.43579 -2.50091
H 0.35934 2.30912 -4.61250
H 0.72030 0.60007 -4.72543
H 2.30636 1.46126 -6.19838
H 3.24389 1.38531 -4.70555
H 1.88630 3.85998 -5.87723
H 3.60326 3.49363 -5.91277
H 1.93280 4.23340 -3.45322
H 3.29503 5.10055 -4.14426
H 3.56888 3.55744 -3.32610
C -1.94953 -4.92268 2.89442
C -2.27133 -3.74757 3.78586
C -3.18034 -3.95304 4.82531
C -3.54628 -2.93685 5.69426
C -2.99705 -1.67273 5.54537
C -2.09676 -1.44537 4.51782
C -1.73012 -2.46068 3.63353
Sb -0.38061 -1.92264 2.05254
C -1.46674 -2.91954 0.46531
C -0.89208 -3.95702 -0.26943
C -1.56193 -4.54263 -1.33403
C -2.83113 -4.09646 -1.67159
C -3.41878 -3.07274 -0.94089
C -2.75471 -2.46427 0.12579
C -3.45172 -1.36898 0.90076
C 1.20088 -3.28170 2.54338
C 1.24917 -3.74039 3.86167
C 2.30678 -4.52052 4.30270
C 3.33127 -4.84322 3.42158
C 3.29661 -4.36766 2.12128
C 2.24896 -3.56828 1.66724
C 2.32279 -3.02019 0.26031
H -2.00814 -5.85029 3.46478
H -0.95546 -4.85467 2.46141
H -2.66932 -4.99202 2.07456
H -3.60466 -4.94306 4.95330
H -4.25013 -3.13662 6.49297
H -3.26463 -0.87320 6.22517
H -1.65784 -0.46404 4.40499
H 0.08439 -4.33787 0.01153
H -1.09797 -5.34690 -1.89211
H -3.36915 -4.54807 -2.49652
H -4.42270 -2.74707 -1.19227
H -4.39396 -1.09921 0.42303
H -2.84198 -0.46511 0.99086
H -3.67638 -1.69955 1.91674
H 0.45179 -3.49421 4.55263
H 2.33027 -4.86922 5.32751
H 4.16344 -5.45498 3.74903
H 4.11018 -4.60626 1.44302
H 3.22296 -2.40899 0.15624
H 1.46485 -2.38923 0.01524
H 2.37611 -3.83039 -0.47015
```

Values from the calculation:
- HOMO (eV) = -9.88
- net charge = +1
- total energy (eV) = -99210.2667
- gap between HOMO and LUMO (eV) = 8.23

These are the Löwdin partial charges, in e, on atoms 1 to 99: 1.270 -0.172 0.064 0.000 -0.144 -0.014 0.042 -0.121 0.016 0.023 -0.070 0.598 -0.064 -0.243 -0.335 0.088 0.074 0.086 -0.031 -0.727 -0.035 -0.036 -0.516 0.089 0.084 0.080 0.092 0.067 0.078 0.092 0.079 0.073 0.004 -0.412 0.006 0.153 -0.842 0.176 -0.417 0.001 0.003 0.094 0.105 0.095 0.099 0.066 0.103 0.100 0.101 0.100 0.079 0.100 0.104 -0.102 -0.244 -0.186 -0.171 0.037 -0.825 0.546 0.031 -0.179 -0.191 -0.247 -0.098 0.076 0.071 0.066 0.108 0.109 0.096 0.116 0.121 0.112 0.084 0.083 0.102 0.093 0.117 0.114 0.108 0.109 0.059 0.076 0.073 -0.045 -0.287 -0.044 -0.069 -0.076 -0.129 -0.313 1.590 -0.340 -0.126 -0.076 -0.074 -0.048 -0.325

***

2.
ORCA calculation (ωB97M-V/def2-TZVPD) on a cluster of 3 separate species, C25H53IN4O7 in total at a distorted geometry.

Geometry as XYZ:
```
90
C25H53IN4O7, DFT ωB97M-V/def2-TZVPD
C -2.03220 -2.30953 -3.06737
C -3.10919 -2.07337 -2.50223
C -4.26554 -1.80121 -1.44491
C -4.07212 -0.29728 -0.93199
C -3.51219 -0.14445 0.54283
N -2.10087 -0.51484 0.76326
C -1.84822 -1.96656 0.81535
C -0.56187 -2.35782 1.71797
C -0.25743 -1.29277 2.85411
N 1.11988 -0.82259 2.94743
O -1.10850 -0.86082 3.64441
C -1.12684 0.23247 -0.04974
C -0.57841 1.45588 0.83609
I -1.65196 3.34494 0.42955
O 0.84875 1.60215 0.83121
C 1.37534 1.82936 -0.46545
O 1.81410 0.61042 -1.10800
C 2.01706 0.85128 -2.51913
C 2.30716 -0.58517 -3.17739
C 3.82310 -0.96171 -2.77880
O 2.56240 2.65876 -0.40503
C 2.38888 3.75660 0.51651
C 3.08778 3.49148 1.95370
C 3.90895 2.10903 1.97245
O 3.90236 4.61255 2.37018
H -1.01340 -2.65684 -3.40135
H -4.17664 -2.53631 -0.58234
H -5.25430 -1.86721 -1.99008
H -3.49569 0.26142 -1.72949
H -5.11887 0.17205 -0.92983
H -3.63935 0.94266 0.86296
H -4.13764 -0.75048 1.28398
H -1.63238 -2.41822 -0.21732
H -2.76454 -2.48196 1.24479
H -0.69726 -3.41458 2.09801
H 0.33412 -2.33916 1.00791
H 1.15334 0.11583 3.36615
H 1.54409 -0.83515 2.01333
H -1.52012 0.67296 -1.01481
H -0.30315 -0.50358 -0.34131
H -0.86404 1.20534 1.91297
H 0.66090 2.32263 -1.19614
H 1.13235 1.34255 -3.03523
H 2.96444 1.46757 -2.66185
H 2.16471 -0.57202 -4.30893
H 1.55162 -1.32374 -2.76992
H 4.52358 -0.44080 -3.50232
H 4.01141 -2.07859 -2.78201
H 3.99437 -0.56371 -1.72801
H 2.96688 4.63975 0.07015
H 1.31901 4.10818 0.62163
H 2.21948 3.32843 2.68141
H 4.80722 2.23220 1.28326
H 4.21487 1.82032 3.02919
H 3.24770 1.25367 1.60360
H 4.81459 4.40865 2.06070
C -0.31415 2.41484 -6.62899
O 0.73789 2.30167 -5.68450
C 1.99252 1.92274 -6.23782
C 2.79132 3.08528 -6.85902
C 2.26845 3.52155 -8.22477
N 2.82689 4.25258 -5.96913
H -0.22374 1.68208 -7.43587
H -0.34961 3.42714 -7.03645
H -1.25639 2.23819 -6.10617
H 2.57406 1.52786 -5.39787
H 1.86987 1.09394 -6.94601
H 3.81833 2.73450 -7.00437
H 1.35454 4.11367 -8.15512
H 3.01074 4.14398 -8.73218
H 2.06856 2.65663 -8.86341
H 3.26761 3.98108 -5.09210
H 1.86501 4.45872 -5.70153
C -1.45574 -5.27956 7.95862
O -2.63188 -4.63460 8.41690
C -2.73392 -3.26264 8.05411
C -3.25973 -3.01869 6.62598
C -2.21795 -3.27588 5.54167
N -4.45081 -3.83068 6.34331
H -0.59353 -4.60660 7.95025
H -1.61824 -5.70199 6.96488
H -1.24038 -6.10833 8.63646
H -3.45456 -2.82872 8.75525
H -1.78292 -2.74448 8.22715
H -3.54132 -1.96290 6.55768
H -2.05477 -4.34021 5.35937
H -2.54299 -2.83872 4.59412
H -1.25857 -2.82203 5.80334
H -5.17954 -3.58384 7.01031
H -4.22276 -4.79522 6.58180
```

Values from the calculation:
- HOMO (eV) = -8.75
- total energy (eV) = -55171.8356
- gap between HOMO and LUMO (eV) = 8.98

Charges in e, computed with Löwdin, in the same order as the atoms: 0.053 -0.132 -0.169 -0.185 -0.192 -0.193 -0.180 -0.066 -0.454 0.127 0.015 -0.186 -0.615 0.836 -0.136 -0.409 -0.100 -0.205 -0.197 -0.109 -0.092 -0.129 -0.356 -0.047 -0.070 0.046 0.106 0.105 0.100 0.117 0.090 0.137 0.110 0.123 0.123 0.105 0.096 0.071 0.102 0.132 0.097 0.143 0.128 0.130 0.100 0.097 0.075 0.071 0.076 0.139 0.084 0.143 0.092 0.088 0.069 0.097 -0.101 -0.202 -0.207 -0.427 -0.073 0.041 0.092 0.075 0.088 0.101 0.121 0.135 0.064 0.077 0.078 0.070 0.070 -0.110 -0.193 -0.204 -0.424 -0.079 0.035 0.090 0.073 0.086 0.120 0.118 0.137 0.064 0.062 0.079 0.070 0.067

***

3.
ORCA calculation (ωB97M-V/def2-TZVPD) on a structure of composition C18H39N3O9S2 at a distorted geometry.

Geometry as XYZ:
```
71
C18H39N3O9S2, DFT ωB97M-V/def2-TZVPD
C -0.63175 6.78806 -3.32801
C -1.24964 7.65076 -4.45990
S -0.16116 7.97061 -5.86873
C 0.17373 6.36083 -6.66258
C -0.82432 5.26552 -6.36011
O -1.70079 4.94301 -7.46763
S -2.45400 3.62352 -6.95253
O -3.37750 3.96698 -5.92757
O -3.07254 2.84204 -7.95156
O -1.12386 2.88812 -6.38073
C -0.15301 3.90026 -6.12356
O 0.15580 3.77409 -4.70705
C 0.86963 2.70990 -4.49632
N 1.70161 1.97214 -4.22865
H 0.17436 6.16600 -3.71786
H -1.39139 6.15040 -2.86751
H -0.25539 7.42838 -2.52887
H -2.18410 7.18581 -4.78545
H -1.52656 8.61472 -4.03245
H 1.20058 6.04848 -6.46275
H 0.11570 6.54175 -7.73977
H -1.43383 5.36444 -5.45512
H 0.80511 3.72159 -6.61628
C 0.86700 -1.03100 2.47223
O 2.00971 -0.50208 1.82530
C 2.08314 -0.78801 0.43311
C 1.78229 0.43519 -0.41244
N 0.37455 0.81120 -0.33894
C 0.06650 2.14192 -0.86025
C 0.78022 3.35404 -0.25981
O 0.40011 3.68092 1.06479
C 0.98946 2.88449 2.07650
H 1.04442 -0.98752 3.54656
H -0.03005 -0.44091 2.25468
H 0.69774 -2.07497 2.19504
H 1.44260 -1.63226 0.16112
H 3.11710 -1.08514 0.23636
H 2.03877 0.22153 -1.45429
H 2.44024 1.24008 -0.06248
H 0.06949 0.76780 0.62328
H -1.00727 2.28921 -0.71842
H 0.25612 2.13576 -1.93692
H 0.49113 4.22002 -0.86279
H 1.87158 3.28421 -0.34018
H 2.01939 2.61019 1.83744
H 0.39073 1.99048 2.26511
H 0.99317 3.46928 2.99699
C -1.69050 -4.18765 3.09006
O -0.36507 -4.20356 3.58781
C -0.27048 -4.06648 5.00150
C 0.10229 -5.37530 5.67272
N -0.98782 -6.34190 5.61965
C -0.61108 -7.71525 5.95578
C 0.49246 -8.40136 5.15003
O 0.14734 -8.72306 3.81513
C 0.20407 -7.64544 2.89908
H -1.63631 -4.02881 2.01341
H -2.20257 -5.13890 3.26474
H -2.27185 -3.37232 3.53019
H -1.18403 -3.64090 5.42710
H 0.53917 -3.35403 5.18566
H 0.35311 -5.17962 6.71987
H 1.00544 -5.74828 5.17438
H -1.38792 -6.34054 4.69203
H -1.51546 -8.31956 5.85086
H -0.33554 -7.74332 7.01531
H 0.68631 -9.36109 5.63562
H 1.44186 -7.85322 5.17980
H 1.02707 -6.96112 3.11822
H -0.74553 -7.10533 2.87526
H 0.36021 -8.06485 1.90477
```

Values from the calculation:
- HOMO (eV) = -8.56
- total energy (eV) = -63860.9504
- gap between HOMO and LUMO (eV) = 8.86

Charges in e, computed with Löwdin, in the same order as the atoms: -0.145 -0.539 0.877 -0.393 -0.323 -0.126 0.640 -0.206 -0.188 -0.088 -0.250 0.059 -0.336 0.209 0.050 0.079 0.073 0.067 0.072 0.090 0.093 0.122 0.181 -0.109 -0.189 -0.212 -0.212 -0.045 -0.193 -0.224 -0.179 -0.097 0.088 0.073 0.079 0.122 0.121 0.120 0.101 0.063 0.122 0.083 0.114 0.113 0.089 0.069 0.088 -0.110 -0.206 -0.214 -0.214 -0.052 -0.197 -0.228 -0.178 -0.098 0.090 0.073 0.090 0.123 0.118 0.124 0.102 0.063 0.120 0.116 0.120 0.111 0.088 0.069 0.089

***

4.
ORCA calculation (ωB97M-V/def2-TZVPD) on a cluster of 2 separate species, ClN3O2 in total at a distorted geometry.

Geometry as XYZ:
```
6
ClN3O2, DFT ωB97M-V/def2-TZVPD
N 1.51398 -0.04202 -0.18464
N 2.51107 -0.41204 0.12070
O 3.49728 -0.76953 0.63499
O -2.03764 -0.31844 0.56874
N -1.92742 0.54839 -0.24166
Cl -3.55728 0.99364 -0.89813
```

Values from the calculation:
- HOMO (eV) = -10.96
- total energy (eV) = -21083.1476
- gap between HOMO and LUMO (eV) = 9.73

Charges in e, computed with Löwdin, in the same order as the atoms: 0.231 -0.310 0.094 -0.083 -0.370 0.438

***

Sequential E_LUMO output: -0.0607, 0.0086, 0.0110, -0.0449 Ha